Record 1
C21H30N2O7S in the gas phase in a non-equilibrium geometry, computed with the ωB97M-V functional and the def2-TZVPD basis.

Last column: Löwdin charge in e.
Cartesian coordinates (Å):
C (4.136, 4.060, -0.259)  -0.059
C (5.350, 3.407, 0.386)  -0.208
H (5.265, 3.440, 1.477)  0.122
H (6.274, 3.891, 0.068)  0.124
O (5.486, 2.044, -0.025)  -0.003
C (4.763, 1.131, 0.626)  -0.475
O (4.042, 1.380, 1.557)  0.120
C (5.005, -0.252, 0.039)  -0.213
C (4.286, -1.338, 0.842)  -0.108
H (4.512, -1.224, 1.902)  0.123
H (4.642, -2.315, 0.510)  0.124
C (2.768, -1.254, 0.651)  -0.125
N (2.437, -1.302, -0.756)  -0.032
C (1.821, -2.300, -1.411)  -0.441
O (1.696, -2.316, -2.623)  0.053
C (1.255, -3.454, -0.570)  -0.078
O (0.437, -3.063, 0.513)  -0.057
C (-0.777, -2.500, 0.258)  -0.201
C (-1.273, -2.238, -1.014)  0.022
C (-2.532, -1.676, -1.159)  -0.044
C (-3.278, -1.379, -0.040)  -0.281
C (-2.790, -1.630, 1.231)  -0.010
C (-1.539, -2.191, 1.402)  -0.179
C (-0.977, -2.475, 2.759)  -0.024
H (-1.720, -2.287, 3.528)  0.082
H (-0.107, -1.847, 2.944)  0.085
H (-0.650, -3.512, 2.819)  0.087
H (-3.411, -1.387, 2.078)  0.124
S (-4.891, -0.637, -0.187)  0.684
O (-5.250, -0.569, -1.579)  -0.286
O (-5.805, -1.275, 0.715)  -0.281
N (-4.554, 0.886, 0.454)  -0.233
C (-5.647, 1.533, 1.155)  -0.169
H (-6.175, 0.759, 1.711)  0.113
C (-6.588, 2.228, 0.168)  -0.184
H (-7.346, 2.812, 0.692)  0.128
O (-5.879, 3.141, -0.643)  -0.127
C (-4.880, 2.482, -1.392)  -0.189
H (-4.384, 3.254, -1.983)  0.128
C (-3.880, 1.775, -0.470)  -0.165
H (-3.178, 1.179, -1.054)  0.118
H (-3.327, 2.514, 0.121)  0.133
H (-5.336, 1.737, -2.057)  0.114
H (-7.073, 1.465, -0.459)  0.130
H (-5.217, 2.265, 1.846)  0.133
H (-2.944, -1.475, -2.135)  0.117
H (-0.693, -2.457, -1.895)  0.108
H (0.715, -4.119, -1.254)  0.141
H (2.080, -4.015, -0.120)  0.141
C (3.029, -0.217, -1.514)  -0.113
C (4.552, -0.292, -1.428)  -0.106
H (4.998, 0.536, -1.979)  0.119
H (4.887, -1.228, -1.879)  0.129
H (2.697, -0.313, -2.549)  0.126
H (2.671, 0.733, -1.103)  0.135
H (2.278, -2.062, 1.189)  0.117
H (2.410, -0.304, 1.058)  0.129
H (6.087, -0.416, 0.076)  0.155
H (3.225, 3.581, 0.089)  0.074
H (4.103, 5.112, 0.012)  0.078
H (4.192, 3.974, -1.341)  0.079

HOMO level ... -8.8 eV
Lowest unoccupied orbital energy ... 0.510 eV
SMILES ... CCOC(=O)C1CCN(C(=O)COc2ccc(S(=O)(=O)N3CCOCC3)cc2C)CC1
F_max ... 1.1 eV/Å


Record 2
3 unconnected molecules or ions with the total composition C21H30N2PS in a non-equilibrium geometry, computed with the ωB97M-V functional and the def2-TZVPD basis.

Last column: Löwdin charge in e.
Cartesian coordinates (Å):
C (1.763, -4.488, 0.029)  -0.109
C (2.967, -3.461, -0.366)  -0.161
C (2.299, -2.148, -0.990)  -0.142
N (0.883, -1.861, -0.821)  0.135
C (0.556, -0.633, -1.497)  -0.098
C (-0.961, -0.138, -1.471)  -0.266
C (-1.323, 0.824, -0.232)  -0.058
C (-1.309, 0.487, -2.923)  -0.196
C (-1.996, -0.608, -3.893)  -0.103
N (1.743, -0.089, -2.081)  0.122
C (2.887, -0.996, -1.827)  -0.311
P (4.674, -0.802, -2.405)  0.369
S (4.576, -0.401, -4.336)  0.084
H (1.201, -4.064, 0.951)  0.085
H (0.973, -4.482, -0.818)  0.085
H (2.124, -5.556, 0.196)  0.092
H (3.633, -4.026, -1.103)  0.120
H (3.565, -3.119, 0.563)  0.128
H (0.120, -2.371, -0.359)  0.159
H (-1.633, -1.075, -1.364)  0.139
H (-0.671, 0.605, 0.695)  0.089
H (-1.340, 1.945, -0.498)  0.094
H (-2.405, 0.576, 0.093)  0.084
H (-0.298, 0.793, -3.388)  0.097
H (-1.919, 1.457, -2.840)  0.121
H (-3.073, -0.294, -4.171)  0.091
H (-2.048, -1.660, -3.412)  0.079
H (-1.344, -0.729, -4.834)  0.085
H (1.762, 0.809, -2.596)  0.164
H (5.335, -2.089, -2.315)  0.001
H (5.408, 0.212, -1.707)  -0.009
C (-4.521, 2.668, 0.270)  -0.119
C (-4.626, 3.768, 1.115)  -0.092
C (-5.500, 3.733, 2.197)  -0.087
C (-6.263, 2.594, 2.439)  -0.086
C (-6.155, 1.493, 1.596)  -0.092
C (-5.287, 1.531, 0.509)  -0.111
H (-3.841, 2.696, -0.576)  0.084
H (-4.026, 4.653, 0.931)  0.102
H (-5.587, 4.593, 2.852)  0.105
H (-6.941, 2.566, 3.285)  0.105
H (-6.748, 0.604, 1.786)  0.103
H (-5.208, 0.673, -0.152)  0.095
C (3.018, 0.696, 1.427)  -0.107
C (2.408, -0.384, 2.058)  -0.115
C (2.607, -0.600, 3.419)  -0.087
C (3.408, 0.272, 4.151)  -0.078
C (4.014, 1.355, 3.520)  -0.078
C (3.823, 1.565, 2.158)  -0.086
H (2.865, 0.862, 0.365)  0.075
H (1.778, -1.060, 1.489)  0.069
H (2.137, -1.446, 3.909)  0.104
H (3.559, 0.107, 5.212)  0.109
H (4.637, 2.035, 4.092)  0.109
H (4.300, 2.405, 1.666)  0.105

Charge ... +1
HOMO level ... -11.3 eV
Lowest unoccupied orbital energy ... -3.409 eV
F_max ... 5.4 eV/Å


Record 3
A molecular structure, C21H30N4OS4W, computed with the ωB97M-V functional and the def2-TZVPD basis.

Last column: Mulliken spin population.
Cartesian coordinates (Å):
W (1.480, -0.417, -0.062)  1.997
C (-0.651, -1.261, 2.183)  0.025
C (-0.856, -2.364, 1.110)  0.020
S (0.075, -2.355, -0.544)  -0.038
C (-0.724, -1.645, -2.092)  0.036
C (0.318, -1.075, -3.076)  0.008
S (1.783, -0.080, -2.461)  -0.046
C (1.604, 1.770, -2.394)  0.024
C (2.494, 2.413, -1.298)  0.019
S (2.715, 1.624, 0.414)  -0.039
C (1.637, 2.165, 1.853)  0.033
C (1.445, 1.038, 2.890)  0.009
S (1.124, -0.725, 2.334)  -0.046
H (-0.911, -1.711, 3.144)  0.001
H (-1.260, -0.374, 2.045)  -0.002
H (-1.923, -2.509, 0.926)  0.000
H (-0.489, -3.319, 1.493)  -0.002
H (-1.477, -0.913, -1.845)  -0.005
H (-1.207, -2.489, -2.588)  -0.003
H (-0.194, -0.497, -3.848)  0.001
H (0.850, -1.882, -3.584)  0.001
H (0.548, 2.006, -2.317)  -0.001
H (1.975, 2.140, -3.353)  0.001
H (2.228, 3.466, -1.180)  0.000
H (3.539, 2.396, -1.613)  -0.002
H (0.687, 2.560, 1.506)  -0.001
H (2.191, 2.965, 2.347)  -0.002
H (0.661, 1.324, 3.593)  0.001
H (2.355, 0.880, 3.472)  0.000
C (5.730, -3.916, 0.657)  0.000
N (4.946, -2.819, 0.013)  0.027
C (5.470, -2.181, -1.210)  -0.002
C (3.833, -2.455, 0.540)  -0.015
O (3.097, -1.489, 0.037)  0.072
H (6.624, -4.083, 0.065)  0.000
H (5.134, -4.825, 0.676)  0.001
H (6.013, -3.612, 1.663)  0.000
H (6.415, -2.651, -1.463)  0.000
H (5.631, -1.122, -1.019)  0.000
H (4.764, -2.325, -2.026)  0.002
H (3.487, -2.949, 1.449)  0.001
N (-9.250, 1.290, 0.709)  -0.002
C (-8.111, 1.343, 0.598)  0.000
C (-6.687, 1.405, 0.452)  -0.002
C (-6.003, 0.310, -0.080)  0.000
C (-4.630, 0.360, -0.228)  0.000
C (-3.951, 1.506, 0.165)  -0.003
C (-4.614, 2.605, 0.693)  0.000
C (-5.991, 2.550, 0.834)  0.000
N (-2.510, 1.556, 0.029)  -0.004
C (-1.755, 2.685, -0.203)  -0.004
C (-0.468, 2.282, -0.248)  0.001
N (-0.377, 0.891, -0.072)  -0.057
C (-1.675, 0.533, 0.112)  0.003
H (-6.555, -0.564, -0.392)  0.000
H (-4.127, -0.478, -0.693)  0.000
H (-4.088, 3.488, 1.027)  0.000
H (-6.526, 3.393, 1.249)  0.000
H (-2.184, 3.663, -0.330)  0.000
H (0.378, 2.924, -0.394)  -0.003
H (-2.039, -0.449, 0.330)  -0.005

Charge ... +4
HOMO level (spin up / spin down) ... -18.5 / -18.5 eV
Lowest unoccupied orbital energy (spin up / spin down) ... -14.761 / -14.511 eV
Spin multiplicity ... 3
F_max ... 0.4 eV/Å


- Which of these has the highest F_max?
  C21H30N2PS


Please write out number 2 again, unchanged.
3 unconnected molecules or ions with the total composition C21H30N2PS in a non-equilibrium geometry, computed with the ωB97M-V functional and the def2-TZVPD basis.

Last column: Löwdin charge in e.
Cartesian coordinates (Å):
C (1.763, -4.488, 0.029)  -0.109
C (2.967, -3.461, -0.366)  -0.161
C (2.299, -2.148, -0.990)  -0.142
N (0.883, -1.861, -0.821)  0.135
C (0.556, -0.633, -1.497)  -0.098
C (-0.961, -0.138, -1.471)  -0.266
C (-1.323, 0.824, -0.232)  -0.058
C (-1.309, 0.487, -2.923)  -0.196
C (-1.996, -0.608, -3.893)  -0.103
N (1.743, -0.089, -2.081)  0.122
C (2.887, -0.996, -1.827)  -0.311
P (4.674, -0.802, -2.405)  0.369
S (4.576, -0.401, -4.336)  0.084
H (1.201, -4.064, 0.951)  0.085
H (0.973, -4.482, -0.818)  0.085
H (2.124, -5.556, 0.196)  0.092
H (3.633, -4.026, -1.103)  0.120
H (3.565, -3.119, 0.563)  0.128
H (0.120, -2.371, -0.359)  0.159
H (-1.633, -1.075, -1.364)  0.139
H (-0.671, 0.605, 0.695)  0.089
H (-1.340, 1.945, -0.498)  0.094
H (-2.405, 0.576, 0.093)  0.084
H (-0.298, 0.793, -3.388)  0.097
H (-1.919, 1.457, -2.840)  0.121
H (-3.073, -0.294, -4.171)  0.091
H (-2.048, -1.660, -3.412)  0.079
H (-1.344, -0.729, -4.834)  0.085
H (1.762, 0.809, -2.596)  0.164
H (5.335, -2.089, -2.315)  0.001
H (5.408, 0.212, -1.707)  -0.009
C (-4.521, 2.668, 0.270)  -0.119
C (-4.626, 3.768, 1.115)  -0.092
C (-5.500, 3.733, 2.197)  -0.087
C (-6.263, 2.594, 2.439)  -0.086
C (-6.155, 1.493, 1.596)  -0.092
C (-5.287, 1.531, 0.509)  -0.111
H (-3.841, 2.696, -0.576)  0.084
H (-4.026, 4.653, 0.931)  0.102
H (-5.587, 4.593, 2.852)  0.105
H (-6.941, 2.566, 3.285)  0.105
H (-6.748, 0.604, 1.786)  0.103
H (-5.208, 0.673, -0.152)  0.095
C (3.018, 0.696, 1.427)  -0.107
C (2.408, -0.384, 2.058)  -0.115
C (2.607, -0.600, 3.419)  -0.087
C (3.408, 0.272, 4.151)  -0.078
C (4.014, 1.355, 3.520)  -0.078
C (3.823, 1.565, 2.158)  -0.086
H (2.865, 0.862, 0.365)  0.075
H (1.778, -1.060, 1.489)  0.069
H (2.137, -1.446, 3.909)  0.104
H (3.559, 0.107, 5.212)  0.109
H (4.637, 2.035, 4.092)  0.109
H (4.300, 2.405, 1.666)  0.105

Charge ... +1
HOMO level ... -11.3 eV
Lowest unoccupied orbital energy ... -3.409 eV
F_max ... 5.4 eV/Å


- Which of these has the highest F_max?
  C21H30N2PS